ORCA calculation (the ωB97M-V functional and the def2-TZVPD basis) on a single C19H18ClF4N3O3S molecule.

Last column: natural (NBO) charge in e.
Cartesian coordinates (Å):
O (-2.569, 0.123, -2.962)  -0.6155
C (-1.426, 0.476, -2.759)  0.6618
N (-1.036, 1.303, -1.751)  -0.6434
C (-1.825, 1.840, -0.736)  0.2385
C (-1.173, 2.521, 0.290)  -0.2140
C (-1.888, 3.057, 1.346)  -0.1675
C (-3.278, 2.945, 1.372)  -0.0255
C (-3.929, 2.289, 0.339)  -0.2143
C (-3.214, 1.735, -0.705)  -0.2305
H (-3.727, 1.209, -1.492)  0.2592
H (-5.003, 2.205, 0.363)  0.2299
Cl (-4.193, 3.608, 2.672)  0.0273
C (-1.154, 3.736, 2.469)  0.9806
F (-1.363, 3.149, 3.659)  -0.3200
F (-1.501, 5.027, 2.619)  -0.3216
F (0.177, 3.737, 2.292)  -0.3271
H (-0.097, 2.597, 0.280)  0.2441
H (-0.041, 1.391, -1.570)  0.4288
C (-0.283, 0.020, -3.678)  -0.2948
N (0.409, -1.187, -3.269)  -0.4479
C (1.705, -1.052, -2.621)  -0.2282
C (1.813, -1.921, -1.361)  -0.2430
N (0.621, -1.823, -0.550)  -0.6875
S (0.596, -0.479, 0.435)  2.3304
O (1.248, 0.650, -0.192)  -0.9861
O (-0.743, -0.293, 0.902)  -0.9273
C (1.629, -1.033, 1.783)  -0.3537
C (1.237, -2.161, 2.481)  -0.1566
C (2.009, -2.610, 3.537)  -0.2672
C (3.158, -1.905, 3.863)  0.4193
C (3.554, -0.770, 3.174)  -0.2812
C (2.772, -0.332, 2.119)  -0.1553
H (3.030, 0.549, 1.555)  0.2469
H (4.451, -0.249, 3.468)  0.2398
F (3.915, -2.340, 4.883)  -0.3128
H (1.738, -3.484, 4.107)  0.2381
H (0.330, -2.666, 2.191)  0.2397
C (-0.610, -2.212, -1.227)  -0.2443
C (-0.414, -2.253, -2.755)  -0.2427
H (-1.388, -2.207, -3.242)  0.2397
H (0.061, -3.202, -3.029)  0.1902
H (-0.910, -3.202, -0.864)  0.1979
H (-1.383, -1.497, -0.941)  0.2369
H (1.964, -2.972, -1.620)  0.2092
H (2.653, -1.588, -0.749)  0.2260
H (1.890, -0.013, -2.336)  0.2078
H (2.489, -1.354, -3.332)  0.1880
H (0.446, 0.821, -3.804)  0.2101
H (-0.746, -0.185, -4.652)  0.2175

Output
**LUMO energy**: 0.332 eV
**Highest occupied orbital energy**: -8.38 eV